Entry 1:
A molecular structure, C11H20CoN2OP in a non-equilibrium geometry. Source: the OMol25 dataset; level of theory: wB97M-V/def2-TZVPD.

Geometry as XYZ:
```
36
C11H20CoN2OP (wB97M-V/def2-TZVPD)
C -2.490 -0.720 -2.806
C -2.657 -1.959 -2.065
C -3.106 -1.687 -0.740
C -3.283 -0.275 -0.607
C -2.891 0.398 -1.824
Co -0.718 0.026 -1.793
P -0.081 1.301 -3.388
H -2.347 -0.604 -3.905
H -2.422 -2.936 -2.471
H -3.033 -2.397 0.092
H -3.067 1.462 -2.108
H -3.559 0.256 0.304
H -0.825 2.580 -3.520
H -0.035 0.627 -4.705
H 1.323 1.602 -3.033
C -0.542 -1.732 1.634
N 0.539 -0.765 1.750
C 1.045 -0.476 3.079
C 2.316 0.356 3.041
C 2.318 1.439 1.985
N 1.992 0.776 0.736
C 2.496 1.397 -0.465
C 1.000 -0.140 0.641
O 0.522 -0.397 -0.506
H -0.554 -2.388 2.515
H -0.419 -2.356 0.744
H -1.530 -1.254 1.564
H 0.274 0.039 3.676
H 1.244 -1.441 3.574
H 3.157 -0.314 2.821
H 2.486 0.806 4.021
H 3.324 1.856 1.839
H 1.624 2.273 2.219
H 2.023 2.380 -0.628
H 3.578 1.528 -0.356
H 2.295 0.739 -1.312
```

Values from the calculation:
Spin multiplicity   5
Energy above the lowest of the compared OMol25 structures with the same formula, charge and spin   10.4 kJ/mol

---

Entry 2:
A molecular structure, C3H6N2O2. Source: the OMol25 dataset; level of theory: wB97M-V/def2-TZVPD.

Geometry as XYZ:
```
13
C3H6N2O2 (wB97M-V/def2-TZVPD)
N 1.063 0.426 1.781
C 0.330 0.221 0.670
O 0.916 -0.646 -0.169
C -0.840 1.007 0.344
O -1.426 -0.237 0.492
C 0.087 -1.122 -1.185
N 0.202 -0.586 -2.312
H 1.843 -0.171 2.013
H 0.879 1.225 2.364
H -0.851 1.505 -0.636
H -1.100 1.716 1.144
H -0.522 -1.965 -0.864
H -0.401 -1.057 -2.982
```

Values from the calculation:
Energy above the lowest of the compared OMol25 structures with the same formula, charge and spin   370.0 kJ/mol

---

Entry 3:
A molecular structure, C20H16BrN5O3Sn. Source: the OMol25 dataset; level of theory: wB97M-V/def2-TZVPD.

Geometry as XYZ:
```
46
C20H16BrN5O3Sn (wB97M-V/def2-TZVPD)
Sn 0.156 -0.311 0.001
O -1.650 -1.491 -0.054
C -2.942 -1.364 0.062
C -3.734 -2.534 0.129
C -5.101 -2.482 0.223
C -5.764 -1.250 0.261
C -5.017 -0.099 0.201
C -3.617 -0.121 0.100
C -2.881 1.134 0.047
N -1.566 1.313 0.026
C -1.331 2.672 -0.005
C -2.512 3.331 -0.009
N -3.480 2.352 0.019
H -3.206 -3.478 0.101
H -5.670 -3.402 0.272
H -6.841 -1.201 0.341
H -5.547 0.847 0.245
H -0.331 3.071 -0.019
H -2.753 4.378 -0.029
H -4.471 2.510 0.032
O 0.628 0.050 2.212
N 1.804 0.099 2.733
N 2.758 -0.070 1.912
O 2.571 -0.266 0.647
C 4.103 -0.017 2.428
C 4.345 0.056 3.793
C 5.655 0.107 4.237
C 6.710 0.081 3.333
C 6.448 0.002 1.974
C 5.140 -0.049 1.513
H 3.519 0.073 4.487
H 5.853 0.162 5.299
H 7.732 0.118 3.688
H 7.262 -0.023 1.262
H 4.907 -0.116 0.461
Br 2.206 -1.438 -5.995
C 0.791 -0.580 -5.087
C -0.216 0.054 -5.791
C -1.229 0.666 -5.070
C -1.186 0.616 -3.687
N -0.211 0.005 -3.018
C 0.761 -0.584 -3.701
H -0.207 0.066 -6.872
H -2.039 1.171 -5.578
H -1.960 1.076 -3.083
H 1.541 -1.073 -3.127
```

Values from the calculation:
Energy above the lowest of the compared OMol25 structures with the same formula, charge and spin   78.1 kJ/mol

---

Entry 4:
4 unconnected molecules or ions with the total composition C22H36BClNO11S2 in a non-equilibrium geometry. Source: the OMol25 dataset; level of theory: wB97M-V/def2-TZVPD.

Geometry as XYZ:
```
74
C22H36BClNO11S2 (wB97M-V/def2-TZVPD)
C 2.526 -2.492 -1.219
C 2.240 -1.400 -1.926
B 2.361 0.109 -1.366
O 2.941 0.142 -0.029
Cl 3.520 1.212 -2.534
C 0.846 0.700 -1.460
C 0.597 2.119 -0.957
C 0.574 2.262 0.565
S -0.941 1.568 1.286
C -0.510 -0.161 1.532
S 0.900 -0.590 2.207
N -1.465 -1.100 1.148
C -0.991 -2.149 0.216
C -1.506 -2.029 -1.220
O -2.882 -1.678 -1.290
C -3.058 -0.429 -0.645
C -2.808 -0.627 0.836
H 2.001 -3.433 -1.362
H 3.286 -2.438 -0.444
H 1.797 -1.555 -2.916
H 3.682 0.756 -0.014
H 0.563 0.657 -2.519
H 0.151 0.031 -0.936
H -0.397 2.446 -1.297
H 1.313 2.828 -1.384
H 0.515 3.324 0.823
H 1.453 1.849 1.056
H 0.097 -2.127 0.201
H -1.284 -3.126 0.618
H -1.401 -2.997 -1.705
H -0.910 -1.309 -1.791
H -2.361 0.305 -1.065
H -4.090 -0.121 -0.823
H -3.502 -1.409 1.174
H -3.048 0.268 1.409
C 3.115 6.250 3.966
C 3.878 5.733 2.777
C 3.676 6.483 1.475
O 3.929 5.470 0.504
C 3.627 4.264 1.068
O 3.544 3.240 0.484
O 3.424 4.426 2.405
H 3.293 5.624 4.839
H 3.432 7.268 4.198
H 2.044 6.247 3.760
H 4.947 5.657 3.002
H 4.358 7.317 1.327
H 2.642 6.823 1.368
C 3.556 -6.374 -5.863
C 2.817 -5.240 -5.205
C 2.703 -5.302 -3.696
O 1.504 -4.568 -3.468
C 0.721 -4.675 -4.560
O -0.414 -4.331 -4.633
O 1.425 -5.243 -5.580
H 3.551 -6.261 -6.946
H 4.591 -6.387 -5.520
H 3.086 -7.327 -5.618
H 3.232 -4.274 -5.506
H 3.521 -4.831 -3.157
H 2.561 -6.329 -3.345
C -4.562 0.830 4.381
C -5.960 0.335 4.133
C -6.247 -0.149 2.728
O -7.657 0.078 2.613
C -7.977 1.099 3.445
O -9.030 1.652 3.464
O -6.930 1.398 4.248
H -4.456 1.193 5.402
H -3.848 0.020 4.225
H -4.317 1.648 3.702
H -6.240 -0.434 4.860
H -6.020 -1.200 2.568
H -5.729 0.461 1.983
```

Values from the calculation:
Charge   -1

---

Entry 5:
A single C3H8S2 molecule in a non-equilibrium geometry. Source: the OMol25 dataset; level of theory: wB97M-V/def2-TZVPD.

Geometry as XYZ:
```
13
C3H8S2 (wB97M-V/def2-TZVPD)
C -2.912 1.051 0.321
C -1.412 1.284 0.132
C -0.667 -0.085 0.046
S 0.960 0.615 -0.134
S 1.782 -1.781 -0.193
H -3.270 1.222 1.340
H -3.457 1.561 -0.491
H -3.056 0.007 0.037
H -0.839 1.847 0.932
H -1.197 1.756 -0.823
H -1.129 -0.736 -0.686
H -0.548 -0.710 0.905
H 2.617 -1.061 0.585
```

Values from the calculation:
Energy above the lowest of the compared OMol25 structures with the same formula, charge and spin   215.6 kJ/mol

---

Calculated total energy for every record listed, in sequence, given in hartree: -2339.81760, -377.81842, -4059.49707, -3023.84992, -915.39485.